# 1
Entry from OMol25: a cluster of 2 separate species, C4H9N2O in total in a non-equilibrium geometry (ωB97M-V with the def2-TZVPD basis set).

Last column: Löwdin charge in e.
Element x y z (Å)
C (-0.617, -0.983, 1.744)  -0.267
C (-2.769, -0.138, 2.215)  -0.042
C (1.832, 0.622, -1.305)  -0.027
C (1.127, 1.288, -2.365)  0.055
N (-1.676, -0.420, 1.682)  -0.036
N (0.138, -1.740, 1.018)  0.046
O (1.506, 0.596, -0.068)  0.207
H (-3.253, -0.741, 2.931)  0.064
H (-3.127, 0.857, 2.046)  0.058
H (2.563, -0.105, -1.499)  0.153
H (0.275, 1.802, -2.086)  0.094
H (0.748, 0.368, -2.951)  0.188
H (1.752, 1.789, -2.937)  0.069
H (0.774, 1.296, -0.009)  0.201
H (-0.325, -2.340, 0.295)  0.119
H (1.052, -2.153, 1.289)  0.118

Calculated values
total charge = +1
multiplicity = 1
E_LUMO (spin up / spin down) = -6.1 / -6.1 eV
frontier orbital gap (spin up / spin down) = 4.1 / 4.1 eV
energy = -342.13238 Eh
relative energy (zero: lowest compared OMol25 entry of this formula, charge and spin) = 141.1 kcal per mole
E_HOMO (spin up / spin down) = -10.26 / -10.26 eV

---

# 2
Entry from OMol25: the ion C4H13N3 with charge -1 in a non-equilibrium geometry (ωB97M-V with the def2-TZVPD basis set).

Last column: Löwdin charge in e.
Element x y z (Å)
N (0.067, -1.628, -0.404)  -0.037
C (-0.441, -0.184, 0.055)  -0.372
C (0.813, 0.772, 0.401)  -0.220
C (1.665, 1.025, -0.839)  -0.294
N (2.009, 2.500, -1.254)  -0.020
C (-1.372, -0.634, 1.372)  -0.414
N (-2.635, -1.500, 0.906)  -0.177
H (0.243, -1.658, -1.430)  0.026
H (-0.651, -2.355, -0.183)  -0.019
H (-1.123, 0.416, -0.682)  0.120
H (0.411, 1.763, 0.738)  0.104
H (1.467, 0.127, 1.089)  0.115
H (1.048, 0.462, -1.580)  0.082
H (2.575, 0.495, -0.615)  0.080
H (2.834, 2.464, -1.848)  0.031
H (1.219, 2.690, -1.861)  0.034
H (-1.574, 0.289, 1.972)  0.044
H (-0.653, -1.411, 1.764)  0.049
H (-2.349, -2.493, 1.058)  -0.082
H (-3.555, -1.141, 1.340)  -0.049

Calculated values
total charge = -1
multiplicity = 2
E_LUMO (spin up / spin down) = 3.5 / 3.3 eV
⟨S²⟩ = 0.75
frontier orbital gap (spin up / spin down) = 2.2 / 8.1 eV
energy = -324.32457 Eh
relative energy (zero: lowest compared OMol25 entry of this formula, charge and spin) = 53.7 kcal per mole
E_HOMO (spin up / spin down) = 1.31 / -4.76 eV